Record 1
78
Properties=species:S:1:pos:R:3:lowdin_spin:R:1 method="wB97M-V/def2-TZVPD" spin_multiplicity=5 orbital_gap_ev="3.2 / 5.4" s2=6.03 max_force_ev_per_a=3.6 e_above_lowest_kj_mol=393.7
C -3.542 0.668 1.247 0.00
C -3.046 1.874 0.526 0.00
H -3.346 0.727 2.329 0.00
H -3.125 -0.253 0.822 0.00
H -4.637 0.606 1.134 0.00
C -3.452 3.105 0.907 0.00
C -4.190 3.382 2.167 0.00
H -3.350 3.968 0.245 0.00
H -3.715 2.897 3.034 0.00
H -5.239 3.050 2.108 0.00
H -4.204 4.465 2.343 0.00
Rh -1.019 -1.371 -1.661 1.58
Cl -3.197 -1.757 -1.199 0.08
Cl -1.144 -0.004 -3.547 0.15
C 1.360 -1.573 -3.352 0.00
O 1.116 -1.537 -2.103 0.00
N 2.580 -1.315 -3.828 0.00
C 3.728 -1.220 -2.937 0.00
C 2.707 -0.854 -5.201 0.00
H 0.592 -1.803 -4.097 0.00
H 3.850 -2.144 -2.355 0.00
H 3.648 -0.365 -2.249 0.00
H 4.608 -1.067 -3.570 0.00
H 2.177 -1.542 -5.870 0.00
H 3.769 -0.805 -5.459 0.00
H 2.265 0.147 -5.321 0.00
H -0.914 -1.980 4.612 0.00
H 1.490 0.102 4.135 0.00
C -0.079 -2.164 5.311 0.00
C 1.854 -0.644 4.860 0.00
N 1.211 -1.932 4.679 0.00
H -0.136 -3.210 5.646 0.00
C 1.688 -2.799 3.750 0.00
O 2.593 -2.547 2.954 0.00
H 2.935 -0.765 4.747 0.00
H 1.155 -3.771 3.765 0.00
H -0.180 -1.483 6.163 0.00
H 1.622 -0.301 5.872 0.00
O -1.076 0.736 -0.430 0.12
C -2.158 1.639 -0.700 0.00
C -1.173 4.001 -0.591 0.00
C -1.692 2.943 -1.344 0.00
H -1.253 3.991 0.503 0.00
C -0.672 5.139 -1.241 0.00
H -2.805 1.108 -1.420 0.00
C -1.812 3.068 -2.729 0.00
H -0.232 5.935 -0.639 0.00
C -0.757 5.243 -2.632 0.00
C -1.353 4.214 -3.374 0.00
H -2.306 2.268 -3.283 0.00
H -0.366 6.127 -3.130 0.00
H -1.450 4.292 -4.455 0.00
Si 0.426 1.379 0.648 0.19
Cl -0.517 1.364 2.499 0.07
C 1.169 3.133 1.177 0.18
C 1.312 1.804 -1.049 0.39
C 1.598 -0.089 0.788 0.06
H 1.550 3.765 0.371 0.00
H 2.034 2.847 1.787 0.01
H 0.502 3.753 1.782 0.01
H 1.429 -0.674 1.696 0.01
H 2.645 0.240 0.806 0.00
H 1.489 -0.772 -0.063 0.00
H 2.307 2.233 -0.887 0.01
H 0.705 2.516 -1.611 0.02
H 1.404 0.890 -1.643 0.02
N 1.646 -7.751 1.242 0.12
C 1.154 -6.799 0.777 0.04
C 0.551 -5.613 0.202 0.22
C 0.166 -4.561 1.025 0.07
C -0.352 -3.397 0.462 0.14
N -0.472 -3.290 -0.865 0.29
C -0.183 -4.307 -1.677 0.13
C 0.327 -5.507 -1.174 0.06
H 0.275 -4.617 2.111 0.00
H -0.666 -2.531 1.048 0.01
H -0.365 -4.166 -2.746 0.01
H 0.539 -6.337 -1.847 0.00

Record 2
75
Properties=species:S:1:pos:R:3:lowdin_spin:R:1 method="wB97M-V/def2-TZVPD" spin_multiplicity=2 orbital_gap_ev="6.9 / 6.4" s2=0.76 max_force_ev_per_a=1.0 e_above_lowest_kj_mol=0.0 total_charge=-1
Cu 0.039 -0.484 -0.130 0.55
C -3.492 -2.399 -1.506 0.00
C -3.342 -0.887 -1.717 0.02
C -2.683 -0.582 -3.060 0.00
P -2.346 -0.180 -0.339 0.09
C -3.357 -0.294 1.195 0.01
C -2.627 0.484 2.291 0.00
C -4.809 0.149 1.071 0.00
C -2.320 1.601 -0.741 0.01
C -3.390 2.309 -1.279 0.00
C -3.286 3.639 -1.663 0.00
C -4.474 4.403 -2.185 0.00
C -2.032 4.239 -1.536 0.00
C -0.949 3.568 -1.005 0.00
C -1.078 2.241 -0.543 0.01
N -0.075 1.542 0.084 0.07
C 1.012 2.174 0.648 0.00
C 0.924 3.427 1.280 0.00
C 2.061 4.090 1.702 0.00
C 3.333 3.550 1.521 0.00
C 4.575 4.289 1.945 0.00
C 3.411 2.278 0.966 0.00
C 2.286 1.563 0.569 0.01
P 2.316 -0.184 0.032 0.07
C 3.386 -0.089 -1.464 0.02
C 3.804 -1.454 -2.005 0.00
C 2.619 0.702 -2.526 0.00
C 3.199 -1.079 1.378 0.01
C 4.716 -0.905 1.439 0.00
C 2.563 -0.734 2.724 0.00
H -4.003 -2.843 -2.365 0.00
H -4.080 -2.626 -0.613 0.00
H -2.520 -2.882 -1.405 0.00
H -4.336 -0.428 -1.682 0.00
H -1.675 -0.998 -3.083 0.00
H -2.627 0.490 -3.254 0.00
H -3.263 -1.047 -3.861 0.00
H -3.316 -1.357 1.456 0.00
H -2.652 1.557 2.080 0.00
H -1.582 0.179 2.362 0.00
H -3.106 0.312 3.258 0.00
H -4.873 1.211 0.825 0.00
H -5.322 -0.001 2.025 0.00
H -5.353 -0.415 0.311 0.00
H -4.337 1.799 -1.432 0.00
H -5.192 3.737 -2.666 0.00
H -4.172 5.154 -2.918 0.00
H -5.002 4.927 -1.383 0.00
H -1.898 5.261 -1.880 0.00
H 0.013 4.059 -0.956 0.00
H -0.050 3.875 1.424 0.00
H 1.961 5.060 2.180 0.00
H 4.358 5.340 2.143 0.00
H 5.345 4.248 1.172 0.00
H 5.007 3.866 2.856 0.00
H 4.393 1.838 0.830 0.00
H 4.271 0.483 -1.162 0.00
H 2.941 -1.985 -2.404 0.00
H 4.233 -2.100 -1.239 0.00
H 4.544 -1.317 -2.799 0.00
H 1.641 0.248 -2.704 0.00
H 3.172 0.692 -3.468 0.00
H 2.462 1.740 -2.226 0.00
H 2.968 -2.123 1.140 0.00
H 4.992 0.093 1.781 0.00
H 5.204 -1.090 0.481 0.00
H 5.128 -1.616 2.160 0.00
H 2.817 0.285 3.024 0.00
H 2.934 -1.423 3.487 0.00
H 1.479 -0.831 2.685 0.00
O -0.440 -4.356 -1.001 0.00
S 0.255 -3.121 -0.713 0.00
O 1.712 -3.202 -0.698 0.00
O -0.177 -2.028 -1.651 0.01
S -0.303 -2.470 1.223 0.08

Record 3
82
Properties=species:S:1:pos:R:3:lowdin_spin:R:1 method="wB97M-V/def2-TZVPD" spin_multiplicity=6 orbital_gap_ev="6.8 / 8.1" s2=8.77 max_force_ev_per_a=0.3 e_above_lowest_kj_mol=153.1 total_charge=+1
Fe -0.048 -0.643 -0.277 3.66
C -0.919 -1.702 -3.651 0.00
P -1.706 -1.386 -2.034 0.05
C -2.370 0.302 -2.264 0.00
N -3.502 0.540 -2.851 0.00
C -3.867 1.845 -3.001 0.00
C -5.095 2.156 -3.622 0.00
C -5.457 3.461 -3.794 0.00
C -4.606 4.497 -3.355 0.00
C -3.412 4.219 -2.748 0.00
C -3.015 2.880 -2.552 0.00
N -1.833 2.613 -1.928 0.01
C -1.514 1.362 -1.767 0.01
P 2.300 0.106 -0.957 0.03
C 2.758 -0.694 -2.523 0.00
C 0.710 2.183 1.980 0.58
C -0.249 1.054 2.049 0.10
C 2.092 2.023 2.503 0.09
C 0.120 3.539 1.817 0.08
C -3.078 -2.596 -1.817 0.01
C -3.979 -2.717 -3.047 0.00
C -2.411 -3.945 -1.520 0.00
C -3.886 -2.134 -0.602 0.00
H -1.653 -1.704 -4.457 0.00
H -0.389 -2.654 -3.637 0.00
H -0.204 -0.903 -3.843 0.00
H -5.721 1.338 -3.951 0.00
H -6.396 3.707 -4.269 0.00
H -4.905 5.526 -3.501 0.00
H -2.751 5.001 -2.403 0.00
H 3.817 -0.574 -2.747 0.00
H 2.189 -0.210 -3.319 0.00
H 2.496 -1.751 -2.477 0.00
H 0.261 0.080 2.000 0.01
H -1.012 1.159 1.267 0.01
H -0.819 1.011 2.992 0.03
H 2.787 2.708 2.012 0.01
H 2.463 1.002 2.380 0.00
H 2.152 2.250 3.579 0.03
H -0.542 3.572 0.945 0.01
H 0.887 4.304 1.705 0.00
H -0.491 3.814 2.687 0.03
H -3.433 -3.107 -3.906 0.00
H -4.419 -1.757 -3.317 0.00
H -4.781 -3.423 -2.824 0.00
H -1.848 -4.315 -2.377 0.00
H -3.185 -4.681 -1.293 0.00
H -1.740 -3.881 -0.661 0.00
H -4.405 -1.197 -0.803 0.00
H -3.249 -2.003 0.278 0.00
H -4.635 -2.891 -0.362 0.00
O 1.957 3.202 -0.693 0.01
P 2.878 2.182 -1.451 0.01
O 3.079 2.385 -2.881 0.00
O -0.391 1.040 -1.147 0.10
O 4.178 2.199 -0.491 0.00
P 4.852 0.866 0.112 0.00
O 5.813 0.360 -1.031 0.00
O 5.423 1.015 1.437 0.00
O 3.635 -0.159 0.009 0.01
H 1.337 3.671 -1.265 0.00
H 6.744 0.533 -0.863 0.00
C 3.088 0.320 6.189 0.00
C 2.751 -0.513 4.988 0.00
C 3.713 -0.820 4.034 0.00
C 3.384 -1.567 2.913 0.00
C 2.081 -2.014 2.751 0.00
C 1.101 -1.727 3.699 0.00
C 1.443 -0.978 4.805 0.00
S 1.742 -2.937 1.290 0.01
C 1.105 -4.449 1.988 0.00
O 0.486 -2.346 0.619 0.06
H 4.139 0.599 6.197 0.00
H 2.868 -0.223 7.109 0.00
H 2.492 1.233 6.200 0.00
H 4.723 -0.448 4.144 0.00
H 4.132 -1.778 2.162 0.00
H 0.081 -2.066 3.561 0.00
H 0.688 -0.737 5.541 0.00
H 0.280 -4.223 2.661 0.00
H 1.917 -4.938 2.522 0.00
H 0.772 -5.068 1.158 0.00